Entry from the OMol25 dataset: a structure of composition C15H38Ba2O13 at a distorted geometry (wB97M-V/def2-TZVPD).

Orbital gap ... 1.53 eV
Highest occupied orbital energy ... -9.01 eV
Energy above the lowest of the compared OMol25 structures with the same formula, charge and spin ... 14.081 eV
E ... -1622.37696 Ha
Charge ... +2

Each line ends with the Mulliken charge.
Atoms and positions in Å:
1 Ba 0.26 -6.59 1.28  1.671
2 Ba -5.12 7.59 0.54  1.525
3 C -2.31 0.33 2.02  -0.619
4 C -1.42 -0.70 1.62  0.531
5 C -0.85 -0.75 0.13  0.532
6 O -0.15 -1.73 -0.21  -0.708
7 C -1.27 0.37 -0.72  -0.510
8 C -1.98 1.42 -0.25  0.500
9 C -2.65 1.31 1.15  0.390
10 O -3.47 2.23 1.59  -0.759
11 O -2.15 2.40 -1.11  -0.720
12 O -1.17 -1.70 2.32  -0.702
13 H -2.73 0.29 3.02  0.475
14 H -0.80 0.48 -1.69  0.397
15 C -0.58 2.94 -7.44  -0.472
16 O -0.02 3.64 -6.33  -0.513
17 H 0.16 2.53 -8.13  0.226
18 H -1.20 2.17 -6.99  0.216
19 H -1.29 3.56 -7.99  0.243
20 H -0.61 3.68 -5.57  0.301
21 C -6.73 3.09 -6.85  -0.508
22 O -7.51 4.22 -6.65  -0.504
23 H -7.21 2.21 -6.43  0.247
24 H -6.46 2.86 -7.88  0.253
25 H -5.86 3.13 -6.20  0.200
26 H -8.07 4.35 -7.42  0.312
27 C 6.11 -7.06 -1.43  -0.532
28 O 4.71 -6.92 -1.48  -0.506
29 H 6.32 -7.81 -0.66  0.203
30 H 6.64 -7.43 -2.30  0.270
31 H 6.49 -6.10 -1.10  0.251
32 H 4.53 -6.46 -2.30  0.312
33 C 3.79 -4.29 4.99  -0.531
34 O 3.93 -5.36 4.11  -0.512
35 H 3.92 -3.38 4.41  0.240
36 H 2.81 -4.19 5.48  0.210
37 H 4.61 -4.31 5.71  0.264
38 H 4.80 -5.73 4.30  0.328
39 C 2.94 -1.64 -5.62  -0.562
40 O 3.30 -2.66 -4.77  -0.484
41 H 3.37 -0.75 -5.16  0.256
42 H 3.54 -1.61 -6.53  0.253
43 H 1.89 -1.57 -5.88  0.233
44 H 2.84 -2.55 -3.93  0.305
45 C 1.47 0.51 7.24  -0.413
46 O 2.64 0.93 7.87  -0.518
47 H 1.78 0.34 6.21  0.197
48 H 1.16 -0.42 7.70  0.223
49 H 0.72 1.30 7.19  0.212
50 H 3.21 0.22 8.19  0.301
51 C 0.00 5.76 3.59  -0.543
52 O -0.52 6.72 2.65  -0.521
53 H 0.55 4.94 3.14  0.246
54 H 0.65 6.21 4.33  0.280
55 H -0.80 5.31 4.18  0.218
56 H 0.12 7.43 2.56  0.318
57 C 5.85 -0.52 0.09  -0.483
58 O 6.65 0.05 -0.97  -0.504
59 H 5.32 -1.38 -0.30  0.213
60 H 6.39 -0.77 1.00  0.231
61 H 5.07 0.20 0.33  0.244
62 H 6.08 0.58 -1.52  0.301
63 C -8.85 -0.39 3.70  -0.510
64 O -8.31 0.47 4.67  -0.498
65 H -9.84 -0.82 3.91  0.246
66 H -8.95 0.19 2.79  0.225
67 H -8.21 -1.26 3.54  0.232
68 H -7.53 0.87 4.28  0.305

***

Entry from the OMol25 dataset: a structure of composition C15H38BaCu2NO10P2 at a distorted geometry (wB97M-V/def2-TZVPD).

Orbital gap (alpha / beta) ... 4.96 / 7.71 eV
⟨S²⟩ ... 0.754
Highest occupied orbital energy (alpha / beta) ... -11.73 / -14.79 eV
E ... -5390.28950 Ha
Charge ... +2
Multiplicity ... 2

Each line ends with the Mulliken charge.
Atoms and positions in Å:
1 Cu 16.40 -19.89 -12.08  0.395
2 Cu 19.07 -20.61 -9.58  0.468
3 Ba 18.87 -17.17 -10.74  1.449
4 O 17.24 -19.05 -9.87  -0.609
5 H 16.63 -19.04 -9.11  -0.113
6 C 18.16 -20.16 -6.52  0.557
7 O 18.77 -20.89 -7.31  -0.554
8 N 17.99 -20.43 -5.20  0.168
9 C 17.33 -19.47 -4.23  -0.580
10 C 18.73 -21.52 -4.60  -1.028
11 H 17.75 -19.21 -6.89  -0.013
12 H 16.48 -19.95 -3.75  0.369
13 H 16.83 -18.67 -4.77  -0.109
14 H 18.01 -19.10 -3.47  0.351
15 H 17.97 -22.17 -4.17  0.373
16 H 19.24 -22.23 -5.26  0.331
17 H 19.43 -21.28 -3.80  0.324
18 C 18.84 -11.96 -9.69  -1.089
19 C 17.95 -12.97 -9.04  0.451
20 O 16.74 -13.24 -9.73  -0.215
21 P 16.65 -13.82 -11.29  0.701
22 O 17.58 -14.91 -11.62  -0.664
23 O 16.88 -12.45 -12.21  -0.227
24 C 15.89 -11.44 -12.47  -0.092
25 C 16.67 -10.12 -12.53  -1.233
26 O 15.03 -14.29 -11.44  -0.363
27 C 14.31 -15.20 -10.56  -0.176
28 C 14.67 -16.62 -10.91  -0.943
29 H 19.62 -11.67 -8.99  0.457
30 H 19.36 -12.45 -10.52  0.312
31 H 18.31 -11.14 -10.17  0.106
32 H 18.44 -13.91 -8.79  -0.005
33 H 17.65 -12.66 -8.04  -0.075
34 H 15.31 -11.68 -13.37  0.353
35 H 15.21 -11.33 -11.62  0.240
36 H 16.92 -9.73 -11.55  0.293
37 H 17.63 -10.27 -13.03  0.310
38 H 16.22 -9.38 -13.20  0.382
39 H 14.51 -14.92 -9.52  0.135
40 H 13.23 -15.07 -10.69  0.335
41 H 15.73 -16.88 -10.82  0.255
42 H 14.15 -17.23 -10.18  0.341
43 H 14.32 -17.02 -11.86  0.369
44 C 20.68 -17.82 -5.25  -1.342
45 C 19.96 -17.22 -6.42  0.228
46 O 18.83 -16.59 -5.93  -0.253
47 P 17.61 -16.09 -6.89  -0.013
48 O 17.90 -16.28 -8.32  -0.015
49 O 16.36 -16.92 -6.30  -0.071
50 C 15.32 -17.32 -7.15  1.164
51 C 14.24 -18.05 -6.40  -1.533
52 O 17.33 -14.56 -6.39  -0.067
53 C 16.88 -14.32 -5.14  -0.039
54 C 17.41 -12.89 -4.75  -1.140
55 H 21.36 -18.59 -5.62  0.405
56 H 21.24 -17.06 -4.70  0.404
57 H 20.02 -18.33 -4.54  0.167
58 H 20.60 -16.57 -7.01  0.331
59 H 19.61 -17.98 -7.12  -0.073
60 H 14.86 -16.44 -7.59  0.180
61 H 15.69 -17.91 -7.99  -0.581
62 H 14.57 -19.07 -6.20  0.357
63 H 14.17 -17.58 -5.41  0.311
64 H 13.28 -18.12 -6.90  0.432
65 H 15.80 -14.38 -5.31  0.252
66 H 17.21 -15.14 -4.51  0.297
67 H 17.46 -12.35 -5.69  0.166
68 H 16.88 -12.24 -4.04  0.379
69 H 18.38 -13.03 -4.28  0.314

***

Entry from the OMol25 dataset: a structure of composition C15H38BrF3O9SV at a distorted geometry (wB97M-V/def2-TZVPD).

Orbital gap (alpha / beta) ... 8.68 / 9.07 eV
⟨S²⟩ ... 0.791
Highest occupied orbital energy (alpha / beta) ... -8.95 / -8.97 eV
E ... -5487.37856 Ha
Charge ... 0
Multiplicity ... 2

Each line ends with the Mulliken charge.
Atoms and positions in Å:
1 O -2.98 18.39 17.30  -0.454
2 V -1.64 19.28 17.48  0.061
3 Br -2.66 21.35 18.67  -0.535
4 C 1.66 22.04 18.75  0.572
5 F 1.49 21.57 19.98  -0.195
6 F 0.74 22.96 18.48  -0.225
7 F 2.86 22.60 18.65  -0.219
8 S 1.59 20.64 17.49  1.174
9 O 1.87 21.28 16.23  -0.704
10 O 2.56 19.68 17.95  -0.635
11 O 0.20 20.16 17.60  -0.056
12 C -6.40 19.65 17.94  -0.759
13 C -6.34 19.11 19.37  -0.395
14 O -5.29 18.15 19.39  -0.096
15 C -5.20 17.39 20.57  -0.859
16 C -4.03 16.46 20.35  -0.599
17 H -6.95 18.95 17.31  0.328
18 H -6.84 20.65 17.92  0.346
19 H -5.39 19.68 17.53  -0.095
20 H -6.16 19.96 20.04  0.292
21 H -7.26 18.58 19.62  0.282
22 H -5.06 18.03 21.46  0.335
23 H -6.15 16.88 20.76  0.414
24 H -3.62 16.08 21.29  0.402
25 H -3.28 16.93 19.71  -0.134
26 H -4.31 15.58 19.76  0.398
27 C -1.34 18.73 21.39  -1.309
28 C -0.33 18.79 20.25  0.600
29 C 1.03 18.17 20.58  -1.352
30 O -0.93 18.02 19.15  1.489
31 H -1.10 19.25 22.32  0.423
32 H -1.47 17.67 21.67  0.253
33 H -2.30 19.12 21.07  0.166
34 H -0.21 19.82 19.94  0.053
35 H 1.42 18.69 21.46  0.470
36 H 1.73 18.25 19.75  0.202
37 H 0.84 17.15 20.92  0.314
38 H -0.85 17.07 19.40  -0.393
39 C -2.07 14.69 17.71  -1.000
40 C -1.64 14.29 19.10  0.763
41 C -1.05 12.89 19.17  -1.517
42 O -0.63 15.26 19.52  -0.496
43 H -1.22 14.72 17.02  0.248
44 H -2.52 15.68 17.70  0.045
45 H -2.82 13.99 17.34  0.459
46 H -2.45 14.39 19.82  -0.044
47 H -1.82 12.18 18.85  0.382
48 H -0.68 12.62 20.16  0.446
49 H -0.25 12.78 18.44  0.353
50 H -0.31 14.93 20.37  0.240
51 C 1.77 17.45 15.52  -1.252
52 C 0.71 17.16 16.56  0.422
53 O -0.57 17.77 16.20  0.058
54 H 1.47 17.16 14.51  0.381
55 H 2.66 16.86 15.78  0.391
56 H 2.01 18.51 15.56  0.245
57 H 1.01 17.54 17.53  -0.266
58 H 0.50 16.09 16.70  0.256
59 H -0.90 17.20 15.50  0.198
60 C -3.48 20.57 13.90  -1.227
61 C -2.18 19.93 14.31  -0.203
62 O -1.72 20.42 15.59  -0.258
63 H -4.05 19.96 13.20  0.359
64 H -3.32 21.52 13.39  0.359
65 H -4.12 20.81 14.75  0.285
66 H -1.40 20.07 13.56  0.503
67 H -2.29 18.84 14.39  0.097
68 H -1.27 21.25 15.40  0.214